1.
This record from the OMol25 dataset describes a cluster of 2 separate species, CH2N4O2 in total at a distorted geometry. The level of theory is the ωB97M-V functional and the def2-TZVPD basis.

Properties
HOMO level (spin up / spin down): -8.952 / -8.953 eV
SMILES: [H]/N=N/N=N/[H].O=C=O
Strongest force on any atom: 6.06 eV/A
LUMO (spin up / spin down): -0.56 / -0.56 eV
Energy above the lowest of the compared OMol25 structures with the same formula, charge and spin: 325.22 kJ/mol
HOMO-LUMO gap (spin up / spin down): 8.394 / 8.396 eV

Geometry as ORCA input:
```
! RIJCOSX wB97M-V def2-TZVPD def2/J DEFGRID3
* xyz 0 1
C -2.209 0.823 0.499
N 2.108 1.067 -0.220
N 0.486 -1.938 0.016
N 1.533 0.007 -0.364
N 0.581 -0.656 -0.070
O -1.898 1.799 0.976
O -2.527 -0.155 0.002
H 2.213 1.486 -1.110
H -0.288 -2.433 0.270
*
```

2.
This record from the OMol25 dataset describes an isolated molecule of CH2N4O2 at a distorted geometry. The level of theory is the ωB97M-V functional and the def2-TZVPD basis.

Properties
HOMO level: -9.364 eV
SMILES: O/N=c1\nn[nH]o1
Strongest force on any atom: 7.01 eV/A
LUMO: -0.45 eV
Energy above the lowest of the compared OMol25 structures with the same formula, charge and spin: 514.81 kJ/mol
HOMO-LUMO gap: 8.912 eV

Geometry as ORCA input:
```
! RIJCOSX wB97M-V def2-TZVPD def2/J DEFGRID3
* xyz 0 1
C -0.221 -0.102 0.109
H -1.800 -2.564 0.713
H 0.714 2.446 -0.750
N -1.193 -0.959 -0.016
N 1.001 -0.018 0.728
N 1.549 0.968 0.339
N 0.963 1.510 -0.880
O -0.939 -1.942 0.951
O -0.074 0.662 -1.193
*
```

3.
This record from the OMol25 dataset describes a cluster of 2 separate species, CH2N4O2 in total at a distorted geometry. The level of theory is the ωB97M-V functional and the def2-TZVPD basis.

Properties
HOMO level (spin up / spin down): -9.799 / -9.180 eV
Strongest force on any atom: 2.42 eV/A
LUMO (spin up / spin down): -1.15 / -1.22 eV
Energy above the lowest of the compared OMol25 structures with the same formula, charge and spin: 501.21 kJ/mol
HOMO-LUMO gap (spin up / spin down): 8.652 / 7.960 eV

Geometry as ORCA input:
```
! RIJCOSX wB97M-V def2-TZVPD def2/J DEFGRID3
* xyz 0 1
C -0.513 -1.506 -0.150
N -1.260 -2.240 -0.629
N 1.403 -0.119 0.176
N 0.269 -0.649 0.534
N -0.982 1.043 0.006
O -2.017 1.116 0.521
O -0.246 1.821 -0.548
H 1.631 -0.017 -0.823
H 1.715 0.551 0.914
*
```

4.
This record from the OMol25 dataset describes an isolated molecule of CH2N4O3 at a distorted geometry. The level of theory is the ωB97M-V functional and the def2-TZVPD basis.

Properties
HOMO level: -10.302 eV
SMILES: O/N=c1\nnon1O
Strongest force on any atom: 3.64 eV/A
LUMO: -0.72 eV
Energy above the lowest of the compared OMol25 structures with the same formula, charge and spin: 244.77 kJ/mol
HOMO-LUMO gap: 9.586 eV

Geometry as ORCA input:
```
! RIJCOSX wB97M-V def2-TZVPD def2/J DEFGRID3
* xyz 0 1
C 0.397 -0.258 -0.053
H 2.357 0.801 0.429
H -2.286 -1.847 0.001
N 1.550 -0.742 -0.405
N 0.342 1.202 0.320
N -0.704 1.740 0.064
N -0.975 -0.485 -0.545
O 2.604 -0.030 0.061
O -1.617 0.839 -0.415
O -1.666 -1.220 0.543
*
```